[1]
Formula: C24H28F3N4O3P
Source: OMol25
Level of theory: ωB97M-V with the def2-TZVPD basis set

Structure (XYZ):
```
63
Properties=species:S:1:pos:R:3:mulliken_charge:R:1
C -3.2945 1.6352 2.3365 -1.338
H -4.2821 2.0851 2.2721 0.448
H -2.5525 2.4038 2.1299 0.282
H -3.1525 1.2651 3.3496 0.294
C -3.1759 0.5047 1.3183 -0.593
N -1.8805 -0.1414 1.3102 0.743
P -0.7784 0.3236 0.1504 -0.015
O -1.4195 0.8489 -1.0626 -0.860
N 0.1814 1.5011 0.9262 0.023
C 1.1076 2.3137 0.3152 0.879
C 1.6723 3.3819 1.0100 -0.700
C 2.6200 4.1819 0.3896 -0.044
C 3.0243 3.9379 -0.9144 -0.684
C 2.4595 2.8722 -1.5983 -1.069
C 1.5183 2.0647 -0.9951 -0.347
H 1.0803 1.2331 -1.5249 0.528
H 2.7637 2.6700 -2.6134 0.407
H 3.7617 4.5699 -1.3825 0.454
C 3.2273 5.3008 1.1823 0.930
F 2.3175 5.9768 1.9081 -0.269
F 4.1398 4.8523 2.0730 -0.257
F 3.8612 6.2099 0.4298 -0.282
H 1.3723 3.5926 2.0266 0.423
H -0.0293 1.7109 1.8905 0.095
C 0.3041 -1.1067 -0.0785 0.275
C 1.6343 -1.1343 0.3154 -1.135
C 2.4131 -2.2542 0.1292 -0.829
C 1.8798 -3.4121 -0.4656 0.635
N 2.6336 -4.5348 -0.6333 0.150
C 4.0542 -4.5049 -0.3854 -1.047
H 4.2680 -4.3815 0.6810 0.308
H 4.5348 -3.6896 -0.9341 0.382
H 4.4995 -5.4406 -0.7139 0.290
C 2.0568 -5.7267 -1.2070 -1.031
H 2.7560 -6.5529 -1.1004 0.305
H 1.1355 -5.9944 -0.6870 0.345
H 1.8303 -5.5979 -2.2709 0.332
C 0.5373 -3.3791 -0.8747 0.370
C -0.2379 -2.2506 -0.6842 -0.623
N -1.5731 -2.1892 -1.0690 0.106
C -2.4140 -3.2067 -1.4026 0.557
O -2.1139 -4.3846 -1.4624 -0.739
C -3.7816 -2.7343 -1.6726 0.065
C -4.8853 -3.4361 -2.0884 -0.472
C -5.9361 -2.4993 -2.1778 -0.608
C -5.4004 -1.3009 -1.8086 -0.415
O -4.1058 -1.4303 -1.5014 -0.198
H -5.8265 -0.3199 -1.7296 0.496
H -6.9470 -2.6888 -2.4744 0.475
H -4.9196 -4.4845 -2.3000 0.557
H -1.9602 -1.2508 -1.0762 0.051
H 0.0777 -4.2279 -1.3462 0.650
H 3.4381 -2.2274 0.4579 0.435
H 2.0702 -0.2598 0.7766 0.435
C -1.5443 -1.0520 2.3863 -0.420
C -0.5680 -0.4850 3.4139 -1.199
H -0.9337 0.4515 3.8291 0.277
H -0.4449 -1.1957 4.2281 0.446
H 0.4048 -0.3221 2.9566 0.206
H -2.4779 -1.3338 2.8802 0.467
H -1.1039 -1.9589 1.9579 0.271
H -3.3297 0.9086 0.3148 0.352
H -3.9488 -0.2492 1.5095 0.430
```

Computed properties:
SMILES string: CCN(CC)[P@@](=O)(Nc1cccc(C(F)(F)F)c1)c1ccc(N(C)C)cc1NC(=O)c1ccco1
Lowest unoccupied orbital energy in eV: 0.59

***

[2]
Formula: C24H28IrN4O7
Source: OMol25
Level of theory: ωB97M-V with the def2-TZVPD basis set

Structure (XYZ):
```
64
Properties=species:S:1:pos:R:3:lowdin_spin:R:1
Ir 10.0027 8.5528 10.1796 2.935
O 7.3784 7.9847 10.3241 0.053
C 6.9271 8.4353 11.6306 0.003
C 7.2437 9.9070 11.9692 0.007
N 8.6822 10.1104 11.6628 0.105
C 8.8891 11.2102 10.7106 0.008
C 8.4968 10.8132 9.2314 0.017
O 7.8741 11.5997 8.5634 0.025
O 8.9510 9.6851 8.7978 0.204
C 9.4946 10.3217 12.8438 0.007
C 11.0024 10.1502 12.4361 0.027
O 11.7477 10.9942 12.8155 0.037
O 11.2351 9.2036 11.6019 0.240
H 6.9611 8.5685 9.6096 0.000
H 7.5034 7.7051 12.2161 0.000
H 5.8607 8.1747 11.7599 0.001
H 7.1465 9.9621 13.0584 0.001
H 6.6483 10.6222 11.4419 0.001
H 9.9479 11.4919 10.6637 0.002
H 8.3267 12.0716 11.0700 0.002
H 9.1853 9.6525 13.6851 0.000
H 9.3930 11.3346 13.2189 0.003
C 12.4162 6.2415 11.2167 0.000
C 11.0296 5.7973 11.3429 0.009
N 9.9054 6.3655 10.8865 0.093
C 8.8492 5.5777 11.2092 0.007
C 9.3032 4.4700 11.8561 0.004
N 10.6801 4.6440 11.9676 0.003
H 12.6328 7.2313 11.5266 -0.001
H 12.7764 6.1730 10.1830 0.000
H 13.1165 5.6302 11.7867 0.000
H 7.7966 5.8122 10.9601 0.001
H 8.8285 3.5695 12.2672 0.001
H 11.3150 3.9974 12.4856 0.001
C 14.5197 10.5486 10.8035 0.000
O 14.3741 9.7014 9.6484 0.000
C 13.5544 10.1253 8.6586 0.000
C 12.7129 11.2181 8.7961 0.000
C 12.0032 11.6203 7.6636 0.001
C 12.1141 10.9122 6.4441 0.000
C 12.8674 9.7748 6.3611 0.001
C 13.5335 9.3519 7.5156 0.001
N 14.2740 8.1355 7.5134 0.006
C 13.8782 6.9189 7.3404 0.004
C 12.5728 6.3513 7.3270 0.010
C 12.5091 5.1247 6.6169 0.003
C 11.3065 4.5920 6.2703 0.007
C 10.1299 5.3073 6.6900 0.001
C 10.1268 6.4609 7.4145 0.010
C 11.3512 7.0425 7.7943 0.011
O 11.3855 8.1123 8.5366 0.146
H 14.8365 11.5241 10.5340 0.000
H 15.3876 10.0929 11.3379 0.000
H 13.5814 10.5392 11.4016 0.000
H 12.5860 11.6270 9.8190 0.000
H 11.2682 12.4157 7.6257 0.000
H 11.5907 11.2858 5.5637 0.000
H 12.8994 9.2141 5.4719 0.000
H 15.2916 8.2248 7.5089 0.000
H 14.7369 6.2964 7.1908 0.000
H 13.4262 4.6151 6.3477 0.000
H 11.1673 3.7049 5.6525 0.000
H 9.1341 4.8527 6.5025 0.000
H 9.2019 6.9272 7.6420 0.002
```

Computed properties:
Energy above the lowest of the compared OMol25 structures with the same formula, charge and spin in kcal per mole: 10.4
2S+1: 5
Net charge: +1
Lowest unoccupied orbital energy (alpha / beta) in eV: -3.17 / -4.51

***

[3]
Formula: C24H28N5O6PdSeSi
Source: OMol25
Level of theory: ωB97M-V with the def2-TZVPD basis set

Structure (XYZ):
```
66
Properties=species:S:1:pos:R:3:mulliken_charge:R:1
Pd -0.0553 0.1993 -0.5102 1.255
O 5.2198 4.1271 -0.8318 -0.397
C 4.2007 3.5217 -0.8089 0.417
C 3.2183 3.3416 -2.0125 -0.064
O 3.2421 3.9240 -3.0447 -0.382
C 2.1652 2.2694 -1.5933 0.922
C 2.4716 1.8472 -0.1170 0.757
O 1.8759 0.9862 0.4735 -0.382
C 3.6458 2.7214 0.4110 -0.058
O 3.9608 2.8295 1.5509 -0.388
O 1.2504 1.8096 -2.2006 -0.537
C -0.9217 3.7914 0.3159 -1.194
C -1.9784 2.7976 -0.0685 0.762
C -3.3194 3.1079 -0.0620 -0.967
C -4.2462 2.1260 -0.4387 -0.433
C -3.8413 0.8761 -0.8370 -0.916
C -2.4603 0.6258 -0.8432 0.953
N -1.5849 1.5702 -0.4387 -0.121
N -1.7572 -0.4688 -1.2009 0.080
Si -2.1711 -1.9148 -2.1237 -0.312
C -0.6478 -2.4138 -3.0822 -0.831
C -3.5634 -1.4936 -3.2812 -1.234
C -2.6886 -3.2612 -0.9501 -0.851
H -1.1211 4.7607 -0.1383 0.524
H 0.0581 3.4462 -0.0155 -0.038
H -0.8895 3.9333 1.3967 0.215
H -3.6424 4.0970 0.2284 0.490
H -5.3029 2.3610 -0.4216 0.441
H -4.5428 0.1134 -1.1364 0.354
H 0.0643 -1.5887 -3.1275 0.053
H -0.9024 -2.6832 -4.1087 0.516
H -0.1478 -3.2736 -2.6311 0.255
H -3.3701 -0.5664 -3.8242 0.363
H -4.5176 -1.3909 -2.7632 0.332
H -3.6776 -2.2953 -4.0142 0.404
H -1.8576 -3.5826 -0.3213 0.182
H -3.0533 -4.1392 -1.4890 0.398
H -3.4911 -2.9155 -0.2946 0.302
Se 0.6867 -2.7031 0.9592 0.331
N 0.9789 -1.5688 -0.4029 -0.353
C 2.1439 -1.8826 -0.9521 1.146
C 2.7415 -1.2275 -2.0750 -0.163
C 3.9405 -1.6742 -2.5187 -1.023
C 4.6169 -2.7888 -1.9095 -0.676
C 4.0774 -3.4452 -0.8602 -0.648
C 2.8120 -3.0042 -0.3464 0.325
N 2.1848 -3.5720 0.6653 -0.797
H 2.2198 -0.4160 -2.5620 0.535
H 4.4075 -1.1916 -3.3679 0.477
H 5.5652 -3.1077 -2.3194 0.424
H 4.5572 -4.2997 -0.4041 0.505
C 0.0242 1.7783 3.2090 -0.545
N -0.2912 0.5410 3.8969 0.246
C -0.0152 0.4752 5.3269 -1.121
C -0.7765 -0.5129 3.2071 0.724
C -1.1988 -1.7168 4.0123 -1.678
O -0.8851 -0.5075 1.9757 -0.388
H -0.5422 2.6017 3.6496 0.490
H -0.2547 1.6723 2.1654 -0.339
H 1.0903 2.0056 3.2850 0.446
H 0.5300 1.3718 5.6098 0.427
H 0.6028 -0.3872 5.5735 0.346
H -0.9320 0.4348 5.9168 0.308
H -1.7961 -1.4385 4.8789 0.455
H -0.3266 -2.2655 4.3749 0.381
H -1.7823 -2.3668 3.3663 0.295
```

Computed properties:
Energy above the lowest of the compared OMol25 structures with the same formula, charge and spin in kcal per mole: 15.4
Net charge: +1
Lowest unoccupied orbital energy in eV: -6.47